Model P:
The following is a quantum chemistry calculation of the ion C6H11IN with charge +1, from OMol25.

Each line ends with the Mulliken charge.
Atoms and positions in Å:
C -0.938 1.904 -0.698  -0.3670
C -0.090 1.923 0.594  -0.4676
C -1.377 0.509 -0.353  -0.5134
C -0.124 -0.340 -0.042  1.1001
C 0.439 -1.016 -1.293  -1.7341
C -0.334 -1.329 1.122  -1.5188
N 0.846 0.709 0.479  -0.1507
I -3.359 -0.007 0.095  0.2750
H -1.830 2.622 -0.460  0.3426
H -0.254 1.925 -1.550  0.2255
H -0.542 2.058 1.677  0.3387
H 0.669 -0.280 -1.983  0.5277
H -0.377 -1.401 -1.832  0.4374
H 1.128 -1.677 -0.985  0.4709
H 0.386 -2.038 1.242  0.3722
H -1.203 -1.811 0.966  0.4632
H -0.445 -0.568 2.059  0.3864
H 1.400 1.116 -0.370  0.4411
H 1.323 0.505 1.339  0.3709

As for the HOMO energy (spin up / spin down): -12.209 / -12.984 eV. The frontier orbital gap (spin up / spin down) is 7.55 / 8.52 eV. As for the total charge: +1.

Model Q:
The following is a quantum chemistry calculation of the ion C6H11IN with charge +1, from OMol25.

Each line ends with the Mulliken charge.
Atoms and positions in Å:
C -1.298 0.838 0.923  -0.2666
C -0.514 1.463 0.120  0.4926
C -1.301 -0.722 1.216  -0.5172
C 0.151 -1.324 1.037  -0.5652
C 0.987 -0.660 -0.047  -0.3660
C -0.111 2.451 -0.743  -1.0787
N 1.002 -1.321 -1.340  -0.4053
I 3.058 0.032 0.205  0.0503
H -1.970 1.470 1.484  0.4063
H -1.577 -0.979 2.267  0.3454
H -1.994 -1.271 0.500  0.2676
H 0.866 -1.274 1.897  0.3257
H -0.015 -2.464 0.773  0.3180
H 0.912 2.729 -0.776  0.3207
H -0.763 3.327 -0.514  0.3437
H -0.310 2.046 -1.712  0.2745
H 1.753 -0.986 -1.979  0.3977
H 0.093 -1.067 -1.889  0.3701
H 1.031 -2.287 -1.421  0.2863

As for the HOMO energy (spin up / spin down): -11.707 / -11.705 eV. The frontier orbital gap (spin up / spin down) is 7.59 / 7.59 eV. As for the total charge: +1.

It is model P that is the least stable of them.

Model P:
The following is a quantum chemistry calculation of the ion C6H11IN with charge +1, from OMol25.

Each line ends with the Mulliken charge.
Atoms and positions in Å:
C -0.506 -2.051 0.312  -0.8830
N 0.123 -0.895 -0.200  0.3300
C -0.375 -0.196 -1.362  -0.6151
C -0.229 0.516 -0.128  1.5664
C -1.444 0.883 0.709  -1.3628
C 0.872 1.578 0.042  -0.9226
C 2.196 1.451 0.096  -0.7607
I 3.369 -0.270 0.125  0.0778
H -0.090 -3.062 -0.024  0.3203
H -0.293 -2.023 1.471  0.3822
H -1.666 -1.951 0.300  0.2881
H 1.175 -1.132 -0.238  -0.0031
H -1.306 -0.560 -1.635  0.3579
H 0.324 -0.145 -2.215  0.2333
H -2.040 -0.036 0.810  0.2406
H -2.290 1.498 0.209  0.3502
H -1.057 1.531 1.494  0.4362
H 0.470 2.521 0.082  0.4735
H 2.768 2.343 0.150  0.4907

The SMILES is C[N@H+]1C[C@]1(C)/C=C\I. As for the HOMO energy: -13.297 eV. The frontier orbital gap is 10.45 eV. As for the total charge: +1.

Model Q:
The following is a quantum chemistry calculation of the ion C6H11IN with charge +1, from OMol25.

Each line ends with the Mulliken charge.
Atoms and positions in Å:
C -1.433 -1.106 0.478  -1.0154
C -0.920 -0.460 -0.554  0.6088
C -1.714 0.089 -1.701  -1.3238
N 0.516 -0.357 -0.824  -0.0769
C 1.293 -0.235 0.497  -0.4185
C 2.028 1.110 0.691  -0.7238
C 0.797 0.792 1.502  -0.4493
I 0.875 0.032 3.602  0.1425
H -1.032 -1.577 1.277  0.4342
H -2.594 -1.132 0.489  0.2262
H -2.633 0.296 -1.312  0.4331
H -1.946 -0.710 -2.400  0.3245
H -1.396 1.063 -2.205  0.3945
H 0.734 0.374 -1.485  0.3736
H 0.915 -1.318 -1.210  0.4056
H 1.612 -1.165 0.787  0.6178
H 3.078 1.185 1.030  0.2448
H 1.884 1.750 -0.108  0.2796
H -0.065 1.369 1.446  0.5225

The SMILES is C=C(C)[NH2+][C@H]1C[C@@H]1I. As for the HOMO energy: -13.040 eV. The frontier orbital gap is 9.33 eV. As for the total charge: +1.

Model R:
The following is a quantum chemistry calculation of a structure of composition C6H11IN, from OMol25.

Each line ends with the Mulliken charge.
Atoms and positions in Å:
C 0.998 1.375 3.018  -0.5863
C 0.035 0.949 2.247  0.0276
C -0.572 -1.422 -1.044  -0.5073
C 0.088 -1.274 0.348  -0.4840
C -0.647 -0.003 -1.614  -0.5811
C 0.384 0.196 0.472  -0.4871
N -0.581 0.859 -0.409  -0.0653
I -2.025 0.854 2.619  0.1488
H 0.780 1.768 3.999  0.2761
H 2.035 1.350 2.734  0.2728
H 0.014 -2.067 -1.693  0.3101
H -1.565 -1.858 -0.955  0.3003
H -0.595 -1.608 1.131  0.2336
H 0.999 -1.859 0.433  0.3299
H 0.217 0.219 -2.243  0.3193
H -1.555 0.188 -2.184  0.3828
H 1.406 0.498 0.272  0.5048
H -0.348 1.833 -0.619  0.3004
H -1.496 0.846 0.095  0.3047

As for the HOMO energy: -13.192 eV. The frontier orbital gap is 10.11 eV. As for the total charge: +1.

Model S:
The following is a quantum chemistry calculation of the ion C6H11IN with charge +1, from OMol25.

Each line ends with the Mulliken charge.
Atoms and positions in Å:
C 1.268 0.990 1.440  -0.8957
C 0.131 0.175 1.849  -0.2611
C 0.590 -0.448 -0.587  -1.1671
C -0.304 -1.620 -0.856  -0.5726
C -0.486 1.851 -0.025  -0.5663
C 0.150 0.669 0.414  1.1502
N -1.469 -0.985 -1.515  -0.4654
I -0.904 2.412 -1.884  0.3971
H 1.464 2.018 1.566  0.3196
H 2.198 0.548 1.279  0.2631
H 0.328 -0.926 1.894  0.2503
H -0.707 0.504 2.571  0.2359
H 1.469 -0.908 -0.087  0.3193
H 0.841 0.057 -1.539  0.4225
H 0.329 -2.191 -1.606  0.2593
H -0.464 -2.252 -0.016  0.4799
H -0.741 2.649 0.824  0.3977
H -1.420 -1.037 -2.506  0.2428
H -2.274 -1.507 -1.217  0.1905

As for the HOMO energy: -13.033 eV. The frontier orbital gap is 7.11 eV. As for the total charge: +1.

It is model S that is the least stable of them.

Model P:
The following is a quantum chemistry calculation of a cluster of 2 separate species, C2H7S in total, from OMol25.

Each line ends with the Mulliken charge.
Atoms and positions in Å:
C -0.882 -2.988 -0.345  -0.9276
H -0.020 -2.779 0.277  0.2239
H -0.685 -2.418 -1.286  0.2242
H -0.989 -4.062 -0.587  0.2442
H -1.879 -2.615 -0.114  0.2342
C 1.046 2.988 0.368  -0.7625
S -0.836 2.507 0.547  -0.7968
H 1.131 3.780 -0.415  0.1764
H 1.598 2.054 0.354  0.1758
H 1.516 3.532 1.200  0.2082

As for the HOMO energy: -2.033 eV. The frontier orbital gap is 5.73 eV. As for the total charge: -1.

Model Q:
The following is a quantum chemistry calculation of a cluster of 2 separate species, C2H7S in total, from OMol25.

Each line ends with the Mulliken charge.
Atoms and positions in Å:
C 5.287 2.567 -0.808  -0.9080
H 4.379 3.143 -0.936  0.2319
H 5.080 1.745 -0.143  0.2334
H 6.080 3.244 -0.510  0.2171
H 5.532 2.074 -1.757  0.2256
C -5.164 -2.622 0.865  -0.7349
S -6.829 -1.927 0.539  -0.7871
H -4.608 -1.903 1.467  0.1621
H -5.127 -3.591 1.364  0.1938
H -4.630 -2.728 -0.081  0.1660

As for the HOMO energy: -1.880 eV. The frontier orbital gap is 4.32 eV. As for the total charge: -1.

It is model P that is the least stable of them.

Model P:
The following is a quantum chemistry calculation of a cluster of 2 separate species, C4H10NO3 in total, from OMol25.

Each line ends with the Mulliken charge.
Atoms and positions in Å:
O 0.640 -2.092 1.433  -0.4566
C 0.791 -0.905 1.244  -0.4888
C -0.302 -0.168 0.381  0.2266
C -0.115 1.348 0.431  -1.1242
C 1.065 1.803 -0.348  -0.0333
O 1.813 1.028 -0.892  -0.4651
N -1.649 -0.607 0.925  -0.2764
H 1.610 -0.241 1.586  0.2808
H -0.106 -0.730 -0.535  -0.3445
H -0.963 1.732 -0.175  0.3919
H -0.063 1.721 1.453  0.2909
H 1.129 2.904 -0.484  0.3592
H -2.119 -1.314 0.304  0.5391
H -1.573 -0.999 1.878  0.6399
H -2.248 0.235 0.907  0.4843
H 0.667 -2.042 -2.865  0.3070
H 1.066 -0.505 -2.666  0.3272
O 0.357 -1.169 -2.576  -0.6580

As for the spin multiplicity: 2. As for the HOMO energy (spin up / spin down): -3.887 / -8.404 eV. The frontier orbital gap (spin up / spin down) is 4.57 / 8.75 eV. As for the total charge: 0.

Model Q:
The following is a quantum chemistry calculation of a cluster of 2 separate species, C4H10NO3 in total, from OMol25.

Each line ends with the Mulliken charge.
Atoms and positions in Å:
C 0.772 -1.227 0.953  0.1217
N 0.838 -0.035 0.337  0.1181
C 2.059 0.808 0.464  -1.0031
C 0.058 0.156 -0.970  -0.8781
C -0.718 1.581 -1.113  -0.4056
O -1.934 1.367 -1.726  -0.3508
O 1.821 -1.565 1.474  -0.6118
H -0.230 -1.808 0.856  0.2452
H 3.013 0.204 0.358  0.2776
H 1.924 1.599 -0.180  0.4247
H 1.940 1.374 1.427  0.3229
H 0.847 0.088 -1.713  0.4349
H -0.710 -0.523 -1.172  0.6003
H -0.105 2.433 -1.332  0.4093
H -0.926 1.846 -0.010  0.2635
H -2.127 -0.265 0.704  0.3286
H -2.218 -1.629 1.322  0.3409
O -2.424 -1.174 0.424  -0.6380

As for the spin multiplicity: 2. As for the HOMO energy (spin up / spin down): -9.438 / -9.394 eV. The frontier orbital gap (spin up / spin down) is 9.94 / 7.44 eV. As for the total charge: 0.

Model R:
The following is a quantum chemistry calculation of a cluster of 2 separate species, C4H10NO3 in total, from OMol25.

Each line ends with the Mulliken charge.
Atoms and positions in Å:
O -0.649 0.951 0.404  -0.6329
C 0.417 1.528 0.502  0.8737
O 0.494 2.810 0.908  -0.4567
C 1.702 0.968 0.130  -0.9236
C 1.870 -0.239 -0.705  0.6463
C 2.900 -1.162 0.007  -1.2867
O 0.694 -1.005 -0.885  -0.5944
N -5.133 -1.003 -0.242  -0.6091
H -0.248 3.016 1.490  0.3453
H 2.497 1.492 0.643  0.3990
H 2.296 0.063 -1.665  0.2308
H 3.910 -0.795 -0.173  0.3265
H 2.823 -2.209 -0.285  0.3566
H 2.646 -1.107 1.054  0.3495
H -0.026 -0.525 -0.443  0.3600
H -5.267 -0.260 -0.910  0.2064
H -5.591 -1.852 -0.517  0.2052
H -5.335 -0.672 0.685  0.2043

As for the spin multiplicity: 2. As for the HOMO energy (spin up / spin down): -9.155 / -9.589 eV. The frontier orbital gap (spin up / spin down) is 9.84 / 8.28 eV. As for the total charge: 0.

It is model P that is the least stable of them.